Density functional theory data (the ωB97M-V functional and the def2-TZVPD basis) for a cluster of 2 separate species, C32H44BrFN5O6S2 in total in a non-equilibrium geometry.

```
91
Properties=species:S:1:pos:R:3:mulliken_charge:R:1
C 2.77 -1.40 6.07 -0.925
C 1.80 -2.63 5.83 -0.645
C 0.71 -2.20 4.77 0.207
C 1.09 -2.75 3.32 -0.309
N 1.18 -1.62 2.35 0.083
C -0.03 -1.41 1.61 -0.777
C -0.98 -0.27 1.92 -0.194
C -0.58 0.72 3.08 0.522
C -1.61 0.69 4.28 -1.222
F -0.61 2.03 2.49 -0.323
N -2.14 -0.04 1.28 -1.017
N -2.45 -0.84 0.30 0.916
C -3.77 -0.51 -0.35 -1.322
C -3.60 0.55 -1.52 -0.337
C -3.95 2.03 -1.02 -0.901
C -2.64 2.85 -0.59 -0.326
O -2.79 3.39 0.75 -0.322
C -2.08 4.57 0.90 0.674
C -2.52 5.62 1.99 -1.011
O -1.08 4.85 0.26 -0.535
C -1.77 -1.92 -0.23 0.437
C -2.22 -2.79 -1.44 -0.786
Br -2.77 -4.61 -0.82 -0.010
C -1.11 -2.84 -2.62 0.195
C -0.81 -4.29 -3.16 -1.483
C -0.47 -2.28 0.45 1.156
C 0.44 -3.47 0.07 -0.768
C 1.73 -3.08 -0.79 -0.919
C 3.09 -3.18 0.01 -0.416
S 3.93 -1.53 -0.23 -0.131
C 5.41 -1.49 0.81 0.037
S 5.79 -2.67 1.90 -0.144
N 6.28 -0.35 0.65 0.191
C 6.03 1.02 0.93 -0.165
C 7.25 1.76 0.62 -0.388
N 8.23 0.87 0.11 -0.539
C 7.61 -0.33 0.14 -0.090
H 2.21 -0.44 6.19 0.249
H 3.38 -1.29 5.12 0.188
H 3.50 -1.60 6.90 0.363
H 1.31 -2.89 6.81 0.322
H 2.35 -3.54 5.45 0.342
H 0.64 -1.08 4.69 -0.609
H -0.32 -2.56 5.09 0.422
H 2.03 -3.38 3.34 0.397
H 0.26 -3.45 3.02 0.227
H 2.00 -1.66 1.75 -0.175
H 0.49 0.55 3.37 0.533
H -1.10 0.27 5.18 0.332
H -2.00 1.73 4.41 0.384
H -2.48 0.04 3.94 0.292
H -4.40 0.00 0.43 0.605
H -4.34 -1.43 -0.65 0.467
H -4.33 0.35 -2.36 0.367
H -2.55 0.60 -1.92 0.344
H -4.49 2.61 -1.82 0.407
H -4.62 2.03 -0.12 0.388
H -2.54 3.68 -1.34 0.506
H -1.74 2.17 -0.57 0.169
H -3.60 5.52 2.27 0.291
H -2.38 6.67 1.59 0.337
H -1.87 5.56 2.91 0.257
H -3.14 -2.40 -1.96 0.537
H -0.20 -2.26 -2.30 0.062
H -1.53 -2.26 -3.51 0.294
H -0.10 -4.19 -4.04 0.364
H -0.35 -4.98 -2.41 0.335
H -1.77 -4.69 -3.60 0.433
H -0.06 -4.32 -0.46 0.284
H 0.84 -3.90 1.04 0.413
H 1.59 -2.08 -1.29 0.644
H 1.81 -3.82 -1.64 0.122
H 3.73 -4.03 -0.33 0.579
H 2.90 -3.34 1.11 0.079
H 5.09 1.47 1.33 0.341
H 7.47 2.84 0.72 0.350
H 8.03 -1.31 -0.19 0.343
C -0.61 3.45 -4.73 -0.991
C -0.89 4.60 -5.36 0.420
C -1.96 4.69 -6.40 0.905
O -2.20 5.75 -6.93 -0.586
C -2.69 3.46 -6.74 -0.859
C -2.40 2.31 -6.12 0.304
C -1.35 2.24 -5.06 1.056
O -1.14 1.17 -4.50 -0.632
O -3.05 1.17 -6.42 -0.578
O -0.23 5.73 -5.07 -0.565
H 0.16 3.38 -3.98 0.452
H -3.45 3.53 -7.50 0.430
H -2.67 0.49 -5.83 0.286
H -0.61 6.42 -5.65 0.359
```

Calculated values
- LUMO energy: -4.30 eV
- Strongest force on any atom: 0.0761 hartree/bohr
- Highest occupied orbital energy: -10.548 eV
- Total charge: +1
- Multiplicity: 1